A molecular structure, C27H49InN5O2SSi4. Source: OMol25; level of theory: ωB97M-V/def2-TZVPD.

Results
relative energy (zero: lowest compared OMol25 entry of this formula, charge and spin) = 0.0 kJ/mol
LUMO level = -2.64 eV
HOMO-LUMO gap = 0.3046 hartree

ORCA input file:
```
! RIJCOSX wB97M-V def2-TZVPD def2/J DEFGRID3
* xyz 1 1
In -0.92318 -0.08675 0.54331
S -1.81463 1.61156 3.05522
Si 0.35043 1.03184 -3.08415
Si 3.13076 1.35781 -0.33627
Si 1.17685 0.18508 -1.03040
Si 1.99161 -1.97678 -1.54484
O -4.92075 -0.99775 -0.87727
O -4.88082 1.51577 0.04098
N -3.04522 0.08758 -0.03630
N -1.76671 -1.46811 2.46156
N -1.45327 2.27619 0.11168
N -1.72346 -2.33870 -0.22889
N 0.71642 -0.16324 2.58708
C -2.53317 0.31054 4.09155
C -1.74005 -4.71283 -0.48523
C -1.09622 -3.51977 -0.21627
C -2.42013 4.85745 0.23111
C -1.05498 4.61496 0.28659
C -3.74457 -3.46145 -0.82121
C 4.25284 1.50272 -1.83465
C 0.38679 -1.11204 3.65104
C 0.26602 2.90629 -3.22289
C 0.81047 -2.85542 -2.72594
C -2.86012 -0.94819 3.29539
C -0.16901 1.86171 3.77944
C -3.02738 -2.31314 -0.51624
C -3.09121 -4.68146 -0.79990
C -0.65623 -2.11310 3.16841
C -0.61572 3.30525 0.21280
C 1.48772 0.41376 -4.44804
C -3.77607 -0.99045 -0.49024
C -2.76238 2.50750 0.07493
C -3.29208 3.78700 0.11750
C 2.22951 -2.91772 0.08961
C 2.91256 3.14792 0.22620
C -3.69148 1.31553 0.01650
C 0.99229 1.20348 3.03130
C -1.36842 0.32868 -3.36680
C 3.66859 -2.07011 -2.38710
C 4.08494 0.43834 1.00458
H 5.14259 2.07526 -1.55791
H 2.40364 3.28998 1.18182
H 3.76343 2.03294 -2.65399
H 1.15077 3.41224 -2.83015
H 1.26825 -1.65391 4.00344
H 1.52189 -2.63710 0.87592
H 1.87712 1.25216 3.67773
H 0.00963 -0.56103 4.50831
H 1.22173 1.78340 2.13577
H 4.23976 -0.61179 0.74763
H -0.23652 -2.57265 -2.62284
H 0.20011 3.14520 -4.28855
H 5.07268 0.90202 1.08616
H 3.23181 -2.70927 0.47187
H 0.43903 3.06347 0.20661
H -2.03377 0.50776 -2.51828
H -2.18280 -2.16803 1.86366
H -0.21336 1.55400 4.82353
H 1.51789 -0.49195 2.05661
H -0.61669 3.32525 -2.73830
H -0.18590 -2.80202 2.46140
H 1.11700 -2.61592 -3.74759
H -2.79943 5.86985 0.27771
H 3.91248 3.57766 0.33736
H -1.18694 -5.64157 -0.45787
H 0.00296 2.93776 3.79325
H 4.49298 -1.76136 -1.74073
H 1.49145 -0.67718 -4.50766
H -3.20409 -1.71687 3.99629
H 4.58306 0.53462 -2.21288
H -1.82215 0.80072 -4.24294
H -1.00355 -2.71243 4.01672
H -4.36426 3.90810 0.06998
H 0.88654 -3.94089 -2.61526
H 2.51776 0.74619 -4.30605
H 1.14620 0.79513 -5.41444
H -3.45951 0.70022 4.51077
H 3.63443 0.48740 1.99799
H -1.33221 -0.74752 -3.55137
H 3.71256 -1.48239 -3.30627
H 2.39387 3.73721 -0.53446
H -1.87089 0.11154 4.93188
H 2.16575 -4.00050 -0.05544
H -3.62646 -5.59460 -1.02497
H -0.33920 5.42136 0.37145
H -4.79245 -3.36209 -1.06249
H -3.68971 -0.73094 2.62113
H 3.84689 -3.11651 -2.65558
H -0.03496 -3.50286 -0.00313
*
```

***

3 unconnected molecules or ions with the total composition C27H49N7O5P2 in a non-equilibrium geometry. Source: OMol25; level of theory: ωB97M-V/def2-TZVPD.

Results
LUMO level = -2.13 eV
SMILES = O=C1C=CC(=O)C(CCC(=O)Nc2ccccc2)=C1.CN(C)P(=O)(N(C)C)N(C)C.CN(C)P(=O)(N(C)C)N(C)C
HOMO-LUMO gap = 0.2025 hartree

ORCA input file:
```
! RIJCOSX wB97M-V def2-TZVPD def2/J DEFGRID3
* xyz 0 1
P -5.36346 -1.55177 2.50040
P 2.96839 -2.37352 2.91322
O 3.41178 7.41715 -3.97939
O 3.35166 0.47756 -2.30649
O 3.41717 3.01263 -7.39462
O 2.71054 -1.05685 3.68595
O -5.83430 -2.43225 1.31707
N -4.60534 -2.89116 3.22284
N 1.30297 -2.74817 2.85640
N 3.26483 -3.88723 2.02485
N 2.28115 5.35066 -3.35081
N 3.48162 -1.49738 1.54954
N -4.82216 -0.53952 3.86083
N -6.96128 -1.32839 3.06102
C 3.22897 2.65771 -6.11628
C -5.28303 -0.40446 5.22608
C -0.81877 4.53771 -7.11383
C -3.46309 -0.02795 3.70708
C 4.65178 -4.34030 2.08410
C 0.58362 5.36383 -7.33028
C -7.69323 -2.34484 3.80815
C -1.15989 4.04469 -5.57365
C -7.86770 -0.76641 2.04825
C 1.34746 5.13488 -4.52069
C -3.41137 -3.37669 2.52744
C 2.53393 -4.56836 0.97775
C 4.76699 -0.81206 1.70135
C 1.63693 5.66161 -6.07389
C 4.25820 3.19922 -4.94239
C 0.66354 -2.79175 4.18017
C 3.19152 -1.68490 0.13965
C 1.91777 1.71676 -5.78106
C 0.37471 -2.11448 1.92693
C -0.09960 4.33285 -4.31486
C 1.90627 1.04813 -4.43580
C 5.05860 5.45525 -3.81826
C 4.22448 2.48578 -3.63657
C 3.54661 6.08662 -3.73029
C 3.16706 1.25600 -3.39142
C 5.30989 4.46087 -5.11113
C -4.57816 -3.33150 4.60576
H 1.45531 -4.42170 1.02172
H 0.99885 0.37157 -4.12085
H 5.60044 -1.49968 1.53937
H -8.73237 -0.28412 2.52029
H -4.74268 -1.05516 5.91774
H 0.83538 -1.34055 1.31515
H 5.05088 5.08039 -6.07262
H -0.47641 -1.63224 2.42075
H 0.89415 5.74898 -8.41098
H 2.87914 -4.29381 -0.02187
H -2.73384 -0.69077 4.16811
H -8.64934 -2.62022 3.34897
H -3.20036 -4.42565 2.76407
H 2.21813 -2.13840 -0.04820
H 1.32979 -3.24969 4.92109
H -3.70252 -2.93345 5.12658
H -6.35097 -0.57817 5.35332
H -8.23228 -1.53111 1.35850
H -3.35332 0.96999 4.14920
H 3.16832 -0.72083 -0.37509
H -7.93234 -1.96106 4.80668
H -5.12085 0.62269 5.57918
H 3.95786 -2.30099 -0.33952
H -5.46934 -3.05380 5.16889
H 5.81153 6.37268 -3.93974
H -1.56496 4.32527 -7.99801
H 4.86504 0.02883 1.00556
H -0.25344 -3.39300 4.15309
H 5.22941 -3.96487 1.24203
H 2.46047 4.48076 -2.80189
H -3.20956 0.07375 2.64525
H 6.43590 4.13571 -5.20744
H -4.52932 -4.42235 4.65639
H 5.33905 4.95324 -2.77594
H 4.93420 2.80223 -2.76071
H 1.01511 1.60659 -6.52680
H 4.88234 -0.38937 2.70651
H 2.62419 6.23377 -6.35850
H -2.53543 -2.77654 2.78485
H -0.45306 3.92353 -3.26463
H 0.41141 -1.79300 4.54396
H -3.53171 -3.32941 1.43859
H -7.14369 -3.27781 3.92243
H -0.04854 -2.87461 1.26016
H -7.35806 -0.00295 1.44828
H 4.72047 -5.43513 2.09147
H 5.12927 -3.99345 3.00811
H 2.67418 -5.65408 1.06462
H -2.19349 3.47804 -5.43122
*
```

***

A molecular structure, C27H50As3N5O2V. Source: OMol25; level of theory: ωB97M-V/def2-TZVPD.

Results
relative energy (zero: lowest compared OMol25 entry of this formula, charge and spin) = 23.6 kJ/mol
LUMO level (spin up / spin down) = -7.11 / -6.51 eV
HOMO-LUMO gap (spin up / spin down) = 0.2073 / 0.2291 hartree

ORCA input file:
```
! RIJCOSX wB97M-V def2-TZVPD def2/J DEFGRID3
* xyz 2 2
As 1.62940 -0.43117 -3.23500
As -2.26230 -0.08014 -5.62422
As -0.14783 2.52534 -1.68902
V -0.19128 0.38900 0.38943
O -2.29554 -2.26407 -0.61581
O -0.40742 -1.10397 -0.43588
N 1.92487 0.38179 0.19698
N -0.31641 -3.36994 -0.58811
N 1.07821 -3.30310 -0.48338
N 0.07717 2.20197 1.60961
N -2.23357 0.79662 0.41103
C 0.14342 1.75114 -4.66766
C 2.86865 0.76946 1.27638
C -3.09065 1.31113 -6.72184
C 0.48951 2.75884 -3.54099
C -2.94277 1.25352 1.60290
C 3.18880 -1.32053 -4.00974
C -1.02233 -0.73204 -7.00288
C 0.09838 2.57874 -5.95747
C 0.50511 -1.39673 2.46016
C -1.24731 -0.61627 4.42338
C -3.29886 1.40458 3.94410
C -4.77080 2.57377 2.45114
C -1.40443 -0.05870 3.14961
C -1.93374 3.32392 -1.79243
C -4.38636 2.23356 3.74122
C -4.03934 2.07752 1.39091
C -2.54196 0.87790 2.88921
C 1.22672 2.23309 2.55908
C 0.79630 4.12744 -1.05194
C -1.09398 -2.27001 -0.55258
C 0.34784 -1.88369 -3.55793
C 1.25386 0.70181 -4.79937
C -0.47548 -0.44480 2.16638
C -0.24470 -1.52574 4.71664
C -1.22842 1.11240 -4.38322
C 2.56168 2.14533 1.84168
C 0.63344 -1.93953 3.72604
H 1.86793 3.93623 -1.00318
H 0.71669 -2.79960 -3.09404
H -2.67290 2.60984 -2.15511
H -4.93610 2.60971 4.59294
H -2.35909 1.90920 -7.26091
H 0.45625 4.50265 -0.08533
H -0.17001 -1.92880 5.71759
H -0.78238 -4.25572 -0.72242
H -2.63588 -0.09649 0.08973
H 2.19218 1.21957 -5.02108
H 0.62455 4.92103 -1.77833
H 1.49951 -3.62402 -1.34983
H 0.25877 -2.06720 -4.62568
H 0.08785 3.73949 -3.80590
H 2.79915 0.02582 2.07026
H 1.17363 -1.73709 1.67524
H 3.34582 2.38978 2.55937
H 3.47935 -2.16977 -3.39226
H 2.13643 0.88060 -0.66854
H -0.43752 0.05273 -7.47703
H 1.39451 -2.67912 3.93717
H -1.93157 -0.36889 5.21995
H 1.18980 3.15501 3.14005
H 2.96128 -1.67346 -5.01521
H -1.16757 0.54513 -3.44674
H -4.32960 2.32034 0.37370
H -2.43744 1.47056 -0.32504
H -3.74839 0.82513 -7.44126
H -0.78337 2.30300 2.14936
H -0.63957 -1.66166 -3.15754
H 2.62450 2.90713 1.05807
H -3.04222 1.17198 4.96554
H -1.92240 4.17190 -2.47590
H 1.05736 0.02994 -5.63372
H -2.22804 3.69270 -0.80625
H 1.11009 1.39830 3.25123
H -0.36199 -1.50695 -6.62159
H 1.02821 3.13625 -6.08963
H 2.09056 -0.59404 -0.06285
H 0.14160 3.03278 1.02747
H -1.65463 -1.19016 -7.76386
H -0.03243 1.94009 -6.82763
H 4.02971 -0.63025 -4.05422
H 1.57252 2.87649 -3.44278
H -5.62513 3.21242 2.27559
H -1.95390 1.91396 -4.20918
H -0.72659 3.29332 -5.93044
H 1.38277 -3.92539 0.25751
H -3.70135 1.95960 -6.09436
H 3.88767 0.74762 0.88949
*
```